[1]
DFT (the ωB97M-V functional and the def2-TZVPD basis) results for a cluster of 11 separate species, C2H25O11 in total at a distorted geometry.

Last column: Mulliken charge in e.
CARTESIAN COORDINATES (ANGSTROEM)
C (1.745, 1.067, 0.560)  -1.093
C (0.424, 0.692, 1.267)  0.534
O (0.002, -0.424, 0.453)  -0.500
H (2.312, 1.808, 1.077)  0.525
H (1.699, 1.491, -0.468)  0.109
H (2.467, 0.279, 0.641)  0.215
H (-0.378, 1.385, 1.254)  -0.237
H (0.503, 0.447, 2.308)  0.171
O (-2.520, -0.562, 0.142)  -0.859
H (-2.591, -0.688, -0.789)  0.330
H (-1.566, -0.594, 0.340)  0.468
O (3.754, -0.363, -1.734)  -0.633
H (3.873, 0.243, -1.034)  0.293
H (4.143, 0.078, -2.485)  0.298
O (-2.077, 3.173, 0.846)  -0.747
H (-2.694, 2.978, 1.575)  0.332
H (-1.418, 2.498, 0.683)  0.162
O (0.917, 2.234, -2.790)  -0.608
H (0.497, 1.792, -2.052)  0.364
H (0.459, 2.988, -3.050)  0.256
O (-0.021, -3.096, -0.851)  -0.811
H (0.248, -2.180, -0.840)  0.353
H (-0.727, -3.144, -1.505)  0.282
O (0.903, -0.702, -1.999)  -0.712
H (0.519, -0.421, -1.171)  0.326
H (1.845, -0.627, -1.856)  0.550
O (-2.260, -0.191, 3.515)  -0.669
H (-2.028, -1.041, 3.886)  0.310
H (-1.481, 0.162, 3.088)  0.318
O (-2.246, -3.104, 0.802)  -0.773
H (-2.240, -2.176, 0.558)  0.355
H (-1.406, -3.376, 0.380)  0.412
O (-1.944, 2.100, -1.577)  -0.690
H (-1.957, 2.663, -0.816)  0.319
H (-2.103, 1.189, -1.314)  0.261
O (2.138, -2.182, 0.911)  -0.766
H (1.522, -1.469, 0.753)  0.301
H (1.683, -2.930, 1.292)  0.255

## Properties
E: -25003.27856 eV
maximum force: 4.3 eV Å⁻¹
total charge: -1
lowest unoccupied orbital energy: 3.011 eV
ΔE to the lowest compared entry with this formula, charge and spin: 107.04 kJ/mol
multiplicity: 1



[2]
DFT (the ωB97M-V functional and the def2-TZVPD basis) results for a structure of composition C13H8N2O5PbSe at a distorted geometry.

Last column: Mulliken charge in e.
CARTESIAN COORDINATES (ANGSTROEM)
O (-0.191, 3.806, -4.660)  -0.091
C (-0.191, 2.738, -4.276)  0.185
Pb (-0.191, 0.015, -3.297)  3.593
O (-0.191, -1.103, -6.146)  -0.151
C (-0.191, -0.645, -5.090)  -0.239
C (-0.191, -1.712, -2.676)  -0.757
O (-0.191, -2.802, -2.284)  -0.221
C (-2.101, 0.001, -3.292)  -0.342
O (-3.251, -0.068, -3.267)  -0.135
C (1.720, 0.001, -3.292)  -0.381
O (2.869, -0.068, -3.267)  -0.122
C (-1.743, -0.940, 0.524)  -0.566
N (-0.598, -0.163, 0.998)  0.350
C (0.049, 0.844, 0.348)  -0.430
Se (-0.435, 1.574, -1.165)  -0.192
N (1.028, 1.392, 1.104)  0.105
C (0.988, 0.722, 2.263)  0.561
C (1.754, 0.939, 3.406)  -0.827
C (1.494, 0.132, 4.527)  -0.538
C (0.491, -0.863, 4.475)  -0.727
C (-0.268, -1.055, 3.304)  -0.913
C (0.009, -0.233, 2.206)  1.220
H (-1.463, -1.505, -0.381)  0.091
H (-2.586, -0.260, 0.285)  0.337
H (-2.083, -1.668, 1.286)  0.268
H (1.638, 2.206, 0.865)  0.342
H (2.509, 1.714, 3.437)  0.399
H (2.060, 0.280, 5.438)  0.423
H (0.297, -1.472, 5.348)  0.425
H (-1.044, -1.807, 3.278)  0.334

## Properties
E: -97390.50490 eV
maximum force: 13.9 eV Å⁻¹
total charge: +2
lowest unoccupied orbital energy (spin up / spin down): -8.515 / -9.002 eV
multiplicity: 1



[3]
DFT (the ωB97M-V functional and the def2-TZVPD basis) results for a structure of composition C5H16B2BeCl12 at a distorted geometry.

Last column: Mulliken charge in e.
CARTESIAN COORDINATES (ANGSTROEM)
Be (-0.089, -2.129, -1.589)  0.809
B (1.437, -4.174, -1.776)  0.196
H (2.160, -4.952, -1.967)  -0.063
H (1.873, -3.448, -1.107)  -0.210
H (1.155, -3.634, -2.666)  -0.142
H (0.553, -4.598, -1.324)  -0.181
B (0.172, -0.259, 0.051)  0.252
H (0.294, 0.506, 0.802)  -0.406
H (0.470, -0.012, -0.956)  -0.152
H (0.738, -1.143, 0.303)  -0.006
H (-0.881, -0.484, -0.013)  -0.338
C (3.813, 0.414, 1.942)  0.254
Cl (5.414, 1.114, 1.795)  -0.102
Cl (3.560, -0.192, 3.617)  -0.146
Cl (3.662, -0.875, 0.697)  -0.091
H (3.041, 1.161, 1.758)  0.051
C (-1.789, 0.212, 3.190)  0.701
Cl (-1.924, 1.975, 3.514)  -0.139
Cl (-3.191, -0.279, 2.254)  -0.117
Cl (-1.523, -0.745, 4.629)  -0.135
H (-0.874, 0.069, 2.614)  -0.279
C (-4.616, -1.255, -2.103)  -0.407
Cl (-2.967, -0.728, -1.597)  -0.051
Cl (-5.431, -2.133, -0.776)  -0.132
H (-5.233, -0.424, -2.442)  0.310
H (-4.564, -1.998, -2.899)  0.281
C (2.603, 2.534, -0.860)  0.454
Cl (1.740, 3.673, -1.982)  -0.174
Cl (4.210, 1.977, -1.436)  -0.145
H (2.717, 3.136, 0.041)  0.289
H (1.916, 1.702, -0.702)  -0.333
C (-1.734, 2.870, -0.111)  0.689
Cl (-1.214, 4.471, 0.506)  -0.161
Cl (-1.838, 2.834, -1.910)  -0.165
H (-0.977, 2.118, 0.111)  -0.527
H (-2.687, 2.696, 0.390)  0.315

## Properties
E: -157458.64639 eV
maximum force: 5.8 eV Å⁻¹
total charge: 0
lowest unoccupied orbital energy: -3.899 eV
multiplicity: 1



[4]
DFT (the ωB97M-V functional and the def2-TZVPD basis) results for an isolated molecule of C28H33N7O2 at a distorted geometry.

Last column: Mulliken charge in e.
CARTESIAN COORDINATES (ANGSTROEM)
C (-0.114, -5.913, 2.186)  -1.023
O (0.150, -4.818, 1.348)  -0.360
C (0.122, -5.007, -0.010)  0.585
C (-0.214, -6.208, -0.611)  -0.472
C (-0.185, -6.347, -1.991)  -0.752
C (0.179, -5.276, -2.779)  -0.992
C (0.501, -4.064, -2.190)  -0.170
C (0.481, -3.895, -0.809)  0.272
N (0.873, -2.707, -0.193)  0.251
C (1.634, -1.746, -0.960)  -0.661
C (2.395, -0.836, 0.012)  -1.345
N (1.553, -0.158, 0.975)  0.140
C (1.041, 1.146, 0.575)  0.394
C (-0.057, 1.158, -0.473)  0.077
C (-1.368, 0.967, -0.204)  0.065
C (-2.348, 0.936, -1.241)  0.259
C (-3.709, 0.722, -0.993)  -0.755
C (-4.627, 0.693, -2.021)  0.693
C (-6.084, 0.466, -1.764)  -1.553
C (-4.174, 0.880, -3.333)  -0.742
C (-2.844, 1.094, -3.609)  -0.778
C (-1.916, 1.125, -2.566)  0.044
N (-0.584, 1.346, -2.798)  0.009
C (0.401, 1.395, -1.840)  0.437
O (1.555, 1.638, -2.160)  -0.738
C (0.625, 1.891, 1.796)  -1.461
N (-0.466, 1.719, 2.511)  0.004
N (-0.412, 2.599, 3.501)  -1.141
N (0.643, 3.296, 3.436)  -0.330
N (1.342, 2.884, 2.379)  0.997
C (2.592, 3.468, 1.955)  0.170
C (3.234, 4.281, 3.095)  -0.909
C (3.309, 5.729, 2.595)  -0.605
C (2.206, 5.811, 1.544)  -0.821
C (2.342, 4.477, 0.818)  -0.497
C (0.654, -1.091, 1.625)  -1.261
C (-0.083, -2.034, 0.668)  -0.043
H (0.013, -5.541, 3.202)  0.247
H (0.590, -6.734, 2.013)  0.377
H (-1.138, -6.282, 2.064)  0.393
H (-0.489, -7.060, -0.009)  0.400
H (-0.443, -7.296, -2.436)  0.381
H (0.207, -5.371, -3.854)  0.375
H (0.765, -3.232, -2.823)  0.394
H (2.361, -2.274, -1.579)  0.779
H (0.989, -1.135, -1.614)  0.152
H (2.963, -0.098, -0.556)  0.451
H (3.091, -1.459, 0.585)  0.535
H (1.892, 1.670, 0.123)  0.982
H (-1.693, 0.841, 0.819)  0.627
H (-4.028, 0.581, 0.029)  0.423
H (-6.669, 1.311, -2.125)  0.353
H (-6.277, 0.339, -0.702)  0.360
H (-6.428, -0.424, -2.290)  0.340
H (-4.889, 0.858, -4.142)  0.427
H (-2.509, 1.239, -4.625)  0.394
H (-0.280, 1.510, -3.751)  0.227
H (3.232, 2.643, 1.630)  0.388
H (2.596, 4.220, 3.976)  0.328
H (4.217, 3.890, 3.354)  0.333
H (4.276, 5.918, 2.126)  0.308
H (3.172, 6.446, 3.401)  0.371
H (1.232, 5.872, 2.031)  0.301
H (2.318, 6.663, 0.876)  0.417
H (3.208, 4.495, 0.156)  0.378
H (1.464, 4.219, 0.226)  0.181
H (-0.066, -0.535, 2.225)  0.397
H (1.270, -1.703, 2.292)  0.486
H (-0.624, -2.775, 1.254)  0.583
H (-0.809, -1.472, 0.058)  -0.068

## Properties
E: -44097.05898 eV
maximum force: 1.6 eV Å⁻¹
total charge: 0
lowest unoccupied orbital energy: 0.090 eV
ΔE to the lowest compared entry with this formula, charge and spin: 134.02 kJ/mol
SMILES string: COc1ccccc1N1CCN([C@@H](c2cc3cc(C)ccc3[nH]c2=O)c2nnnn2C2CCCC2)CC1
multiplicity: 1



[5]
DFT (the ωB97M-V functional and the def2-TZVPD basis) results for a structure of composition C5H12O2.

Last column: Mulliken charge in e.
CARTESIAN COORDINATES (ANGSTROEM)
C (2.222, -0.058, 0.696)  -1.229
C (1.006, 0.146, -0.164)  -0.262
C (-0.077, -0.885, -0.066)  0.494
O (-0.408, -1.044, 1.293)  -0.535
C (-1.253, -0.585, -0.978)  -0.836
C (-1.806, 0.777, -0.537)  -0.388
O (-0.696, 1.605, -0.532)  -0.646
H (3.021, 0.636, 0.428)  0.369
H (1.998, 0.021, 1.758)  0.325
H (2.582, -1.083, 0.505)  0.376
H (1.222, 0.441, -1.188)  0.308
H (0.721, 1.732, 1.110)  0.141
H (0.426, -1.799, -0.450)  0.225
H (-1.211, -1.574, 1.355)  0.343
H (-1.989, -1.402, -0.988)  0.376
H (-0.865, -0.484, -2.000)  0.326
H (-2.285, 0.669, 0.452)  0.244
H (-2.589, 1.105, -1.242)  0.355
H (-0.020, 1.782, 0.545)  0.011

## Properties
E: -9469.35686 eV
maximum force: 0.5 eV Å⁻¹
total charge: 0
lowest unoccupied orbital energy (spin up / spin down): -0.451 / -0.452 eV
ΔE to the lowest compared entry with this formula, charge and spin: 557.57 kJ/mol
multiplicity: 1



[6]
DFT (the ωB97M-V functional and the def2-TZVPD basis) results for an isolated molecule of C10H11N3 at a distorted geometry.

Last column: Mulliken charge in e.
CARTESIAN COORDINATES (ANGSTROEM)
C (-1.247, -1.415, 3.005)  -0.560
C (0.053, -0.896, 3.190)  -0.348
C (0.832, -0.367, 2.083)  -0.672
C (0.125, -0.329, 0.838)  0.510
C (-1.191, -0.665, 0.651)  0.319
C (-1.842, -1.304, 1.730)  -0.463
N (-1.611, -0.325, -0.684)  -0.739
C (-0.557, 0.165, -1.145)  0.625
N (0.592, 0.203, -0.349)  0.166
C (1.933, 0.661, -0.763)  -0.623
C (1.880, 1.207, -2.202)  -0.741
N (0.624, 1.660, -2.708)  -0.364
C (-0.517, 0.742, -2.566)  -0.750
H (-1.726, -2.173, 3.710)  0.285
H (0.658, -0.955, 4.173)  0.261
H (1.858, -0.026, 1.997)  0.348
H (-2.864, -1.610, 1.576)  0.393
H (2.260, 1.356, 0.017)  0.381
H (2.612, -0.153, -0.657)  0.377
H (2.674, 1.879, -2.450)  0.449
H (2.054, 0.367, -2.873)  0.311
H (0.381, 2.613, -2.291)  0.300
H (-1.491, 1.239, -2.589)  0.338
H (-0.462, -0.079, -3.346)  0.197

## Properties
E: -15017.86697 eV
maximum force: 4.8 eV Å⁻¹
total charge: 0
lowest unoccupied orbital energy: 0.757 eV
ΔE to the lowest compared entry with this formula, charge and spin: 130.47 kJ/mol
SMILES string: c1ccc2c(c1)nc1n2CCNC1
multiplicity: 1



Q: total charge of number 3 (C5H16B2BeCl12)?
A: 0